Record 1
{
  "formula": "C35H53N4OP2RuS",
  "method": "wB97M-V/def2-TZVPD",
  "species": ["C", "C", "C", "C", "C", "H", "H", "H", "N", "P", "P", "C", "H", "H", "C", "O", "C", "H", "C", "C", "C", "C", "C", "H", "H", "H", "C", "H", "H", "H", "C", "H", "H", "H", "C", "H", "H", "H", "C", "H", "H", "H", "C", "H", "H", "H", "C", "H", "H", "H", "C", "H", "H", "H", "C", "H", "H", "H", "C", "H", "H", "H", "C", "H", "H", "H", "C", "H", "H", "H", "Ru", "N", "C", "C", "C", "C", "C", "H", "C", "H", "C", "H", "H", "H", "C", "N", "C", "C", "N", "C", "S", "H", "H", "H", "H", "H", "H"],
  "coordinates": [[-1.907, -1.972, -1.501], [0.255, -1.813, -2.461], [-2.275, -2.962, -2.420], [-0.136, -2.702, -3.485], [-1.376, -3.314, -3.431], [-3.263, -3.409, -2.331], [0.601, -2.914, -4.263], [-1.645, -4.060, -4.186], [-0.670, -1.469, -1.492], [-2.390, 0.279, 0.081], [2.227, -0.802, -0.752], [-2.892, -1.422, -0.473], [-3.911, -1.433, -0.894], [-2.903, -2.090, 0.405], [0.305, 1.517, 1.113], [0.441, 2.434, 1.705], [1.572, -1.274, -2.372], [2.214, -1.238, -3.274], [3.651, 0.475, -1.006], [2.960, -2.510, -0.461], [-3.169, 1.393, -1.266], [-3.357, 0.471, 1.710], [3.216, 1.854, -0.487], [3.020, 1.837, 0.592], [4.032, 2.567, -0.677], [2.328, 2.230, -0.999], [4.886, 0.068, -0.195], [4.656, -0.016, 0.873], [5.337, -0.865, -0.551], [5.646, 0.856, -0.306], [4.032, 0.627, -2.485], [4.906, 1.297, -2.532], [4.336, -0.312, -2.959], [3.219, 1.074, -3.068], [3.552, -2.543, 0.955], [2.919, -1.986, 1.660], [3.595, -3.588, 1.290], [4.568, -2.140, 0.992], [1.847, -3.565, -0.527], [1.052, -3.341, 0.194], [1.411, -3.657, -1.525], [2.288, -4.536, -0.263], [4.012, -2.826, -1.551], [4.104, -2.084, -2.350], [5.005, -2.966, -1.107], [3.749, -3.772, -2.046], [-3.201, 1.911, 2.231], [-3.498, 1.927, 3.290], [-2.162, 2.268, 2.174], [-3.853, 2.619, 1.705], [-2.771, -0.479, 2.768], [-2.788, -1.526, 2.449], [-1.741, -0.212, 3.032], [-3.378, -0.396, 3.683], [-4.850, 0.119, 1.573], [-5.239, -0.107, 2.577], [-5.451, 0.953, 1.196], [-5.028, -0.767, 0.951], [-2.649, 1.037, -2.668], [-3.230, 1.603, -3.412], [-1.617, 1.349, -2.796], [-2.732, -0.031, -2.897], [-2.758, 2.842, -0.963], [-1.665, 2.941, -0.911], [-3.119, 3.481, -1.782], [-3.189, 3.219, -0.029], [-4.696, 1.272, -1.345], [-5.026, 0.235, -1.494], [-5.208, 1.705, -0.480], [-5.030, 1.845, -2.224], [0.035, 0.012, 0.061], [0.214, 1.265, -1.602], [0.724, 1.106, -2.675], [0.906, 1.404, -4.021], [0.792, 2.789, -4.143], [1.111, 0.593, -5.160], [0.927, 3.412, -5.363], [0.591, 3.343, -3.208], [1.227, 1.216, -6.407], [1.147, -0.498, -5.087], [1.152, 2.621, -6.511], [0.854, 4.510, -5.405], [1.380, 0.629, -7.327], [1.261, 3.121, -7.468], [1.282, -3.470, 3.858], [1.277, -2.024, 4.064], [1.686, -1.385, 5.223], [1.455, -0.039, 5.041], [0.914, 0.084, 3.774], [0.811, -1.125, 3.166], [0.118, -1.616, 1.671], [0.257, -3.847, 3.745], [1.856, -3.728, 2.959], [1.749, -3.926, 4.732], [2.086, -1.925, 6.051], [1.617, 0.788, 5.683], [0.622, 0.981, 3.391]],
  "forces_ev_per_a": [[-0.04, 0.00, 0.27], [-0.80, -0.04, -0.13], [0.11, 0.15, -0.14], [0.54, 0.44, 0.09], [-0.32, -0.19, -0.05], [0.24, 0.06, -0.20], [-0.38, -0.13, 0.15], [0.04, 0.31, 0.33], [1.21, 0.20, 0.58], [-1.15, -0.11, -0.53], [0.40, 0.44, -1.03], [0.50, -0.47, -0.25], [0.41, 0.08, 0.18], [0.00, 0.21, -0.25], [0.19, -3.78, -2.11], [0.46, 4.13, 2.58], [-0.12, 0.51, -0.76], [-0.46, -0.37, 0.71], [-0.15, 0.07, 0.06], [0.02, 0.06, 0.56], [0.22, 0.27, 0.05], [0.26, 0.21, 0.14], [-0.13, 0.04, 0.01], [0.10, 0.03, -0.16], [-0.21, -0.23, 0.13], [0.12, 0.01, 0.09], [0.21, -0.11, 0.04], [0.11, 0.03, -0.20], [-0.09, 0.25, 0.12], [-0.26, -0.18, 0.01], [0.21, -0.01, -0.13], [-0.34, -0.17, -0.04], [-0.03, 0.22, 0.06], [0.26, -0.06, 0.08], [0.26, -0.28, 0.20], [0.20, -0.10, -0.03], [0.09, 0.22, -0.01], [-0.34, -0.12, 0.10], [-0.13, -0.08, 0.10], [0.13, -0.29, -0.24], [0.15, -0.12, 0.29], [-0.11, 0.22, -0.06], [0.25, -0.37, -0.18], [0.00, -0.19, 0.33], [-0.23, 0.07, -0.13], [0.09, 0.23, 0.14], [-0.09, 0.08, 0.20], [0.06, 0.04, -0.28], [-0.27, -0.02, 0.02], [0.23, -0.22, 0.17], [0.17, -0.01, 0.03], [-0.02, 0.10, 0.12], [-0.21, 0.01, -0.02], [0.19, -0.03, -0.31], [-0.28, -0.03, 0.03], [0.13, 0.03, -0.27], [0.23, -0.34, 0.09], [-0.05, 0.21, 0.17], [0.26, -0.07, -0.11], [0.03, -0.26, 0.29], [-0.17, -0.15, 0.00], [-0.10, 0.19, -0.10], [-0.04, 0.14, 0.01], [-0.20, 0.04, -0.03], [0.11, -0.11, 0.22], [0.11, -0.04, -0.35], [-0.24, 0.13, 0.18], [-0.04, 0.29, 0.07], [0.14, -0.16, -0.29], [0.14, -0.19, 0.26], [-1.30, -1.25, -0.48], [0.28, -1.04, -0.24], [-0.07, 0.07, -0.59], [-0.73, -0.80, 2.58], [-0.04, 4.06, -1.10], [0.52, -0.97, -3.30], [-0.39, 0.61, 2.95], [0.16, -0.05, -0.93], [0.07, -1.73, 1.31], [-0.08, 0.50, -0.06], [0.25, 0.20, -1.54], [0.02, -0.71, -0.18], [-0.11, 0.24, 0.67], [-0.01, -0.24, 0.05], [0.05, -0.54, -0.10], [-0.04, 0.43, 0.17], [-0.56, 0.88, -1.11], [-0.21, -1.70, -0.95], [0.15, 0.28, 0.19], [0.12, 0.27, 1.16], [-0.09, 0.56, -0.40], [0.28, 0.18, 0.12], [-0.13, 0.15, 0.31], [-0.11, 0.01, -0.18], [0.16, -0.17, 0.31], [0.10, 0.54, 0.36], [0.12, -0.49, 0.07]],
  "s_squared": 6.062,
  "charge": 3,
  "mol_weight_da": 740.9,
  "fmax_ha_per_bohr": 0.0951,
  "orbital_gap_ev": [5.3, 5.7],
  "e_homo_ev": [-13.34, -16.98],
  "multiplicity": 5,
  "lumo_energy_ha": [-0.294, -0.416]
}

---

Record 2
{
  "formula": "C18H22N2S2",
  "method": "wB97M-V/def2-TZVPD",
  "species": ["C", "C", "C", "C", "C", "C", "C", "H", "H", "S", "C", "C", "N", "C", "N", "C", "C", "C", "C", "C", "C", "C", "H", "H", "H", "H", "C", "H", "H", "H", "H", "H", "H", "S", "H", "H", "H", "H", "H", "H", "H", "H", "H", "H"],
  "coordinates": [[-5.281, -1.555, -1.658], [-4.328, -0.816, -0.771], [-3.177, -1.429, -0.290], [-2.306, -0.751, 0.541], [-2.582, 0.557, 0.914], [-3.734, 1.178, 0.454], [-4.590, 0.494, -0.388], [-5.483, 0.986, -0.747], [-3.967, 2.189, 0.752], [-1.451, 1.381, 2.013], [-1.234, 2.993, 1.179], [-0.750, 2.824, -0.259], [0.449, 2.034, -0.334], [1.678, 2.564, -0.169], [2.727, 1.719, -0.016], [2.720, 0.334, 0.214], [1.835, -0.245, 1.119], [1.852, -1.610, 1.337], [2.760, -2.424, 0.676], [3.659, -1.831, -0.203], [3.658, -0.468, -0.449], [4.638, 0.145, -1.403], [5.177, -0.628, -1.945], [5.368, 0.753, -0.866], [4.129, 0.786, -2.122], [4.379, -2.454, -0.714], [2.799, -3.903, 0.910], [2.771, -4.441, -0.036], [1.958, -4.223, 1.520], [3.720, -4.179, 1.422], [1.157, -2.040, 2.045], [1.153, 0.374, 1.683], [3.630, 2.163, -0.112], [1.971, 4.191, -0.253], [0.346, 1.037, -0.200], [-1.521, 2.338, -0.865], [-0.528, 3.811, -0.674], [-0.479, 3.506, 1.773], [-2.165, 3.555, 1.219], [-1.410, -1.230, 0.907], [-2.955, -2.447, -0.575], [-4.776, -2.360, -2.187], [-5.736, -0.885, -2.384], [-6.081, -1.993, -1.060]],
  "forces_ev_per_a": [[-0.05, -0.02, 0.05], [0.08, -0.02, -0.01], [-0.14, -0.01, -0.05], [-0.01, 0.13, 0.05], [0.31, 0.19, 0.26], [-0.04, -0.06, -0.02], [0.02, -0.01, -0.01], [-0.10, 0.04, -0.06], [-0.01, 0.09, 0.04], [-0.17, 0.19, 0.10], [-0.06, -0.50, -0.07], [-0.27, 0.34, 0.01], [0.41, -0.42, 0.14], [-0.18, 0.03, -0.33], [0.32, -0.11, 0.01], [-0.15, -0.52, 0.08], [0.17, 0.15, 0.00], [0.06, -0.07, -0.12], [-0.05, 0.02, 0.02], [-0.12, 0.07, 0.14], [-0.11, 0.08, -0.04], [-0.07, -0.02, 0.02], [0.06, -0.01, -0.03], [0.10, 0.08, -0.05], [0.03, 0.06, -0.06], [0.10, -0.06, -0.09], [0.06, 0.00, 0.01], [-0.02, -0.10, -0.02], [-0.04, -0.08, 0.03], [0.03, -0.10, 0.04], [-0.08, -0.07, 0.09], [-0.06, 0.07, 0.00], [-0.24, 0.10, 0.06], [0.20, 0.72, 0.07], [0.00, 0.08, -0.05], [0.09, 0.07, 0.05], [-0.11, -0.20, -0.03], [-0.01, 0.07, -0.01], [0.05, 0.09, 0.00], [0.13, -0.05, 0.00], [0.01, -0.11, -0.05], [-0.02, -0.05, -0.07], [-0.05, -0.01, -0.08], [-0.08, -0.06, -0.04]],
  "mol_weight_da": 330.5,
  "fmax_ha_per_bohr": 0.0146,
  "orbital_gap_ev": 8.6,
  "relative_energy_kj_mol": 0.00,
  "e_homo_ev": -7.99,
  "smiles": "Cc1ccc(SCCNC(=S)Nc2ccc(C)cc2C)cc1",
  "lumo_energy_ha": 0.023
}

---

Record 3
{
  "formula": "C4H6N2O",
  "method": "wB97M-V/def2-TZVPD",
  "species": ["C", "C", "C", "N", "C", "N", "O", "H", "H", "H", "H", "H", "H"],
  "coordinates": [[0.498, 0.898, 1.983], [0.087, 0.013, 0.692], [0.603, 0.981, -0.084], [0.838, -0.156, -2.424], [-0.144, -0.751, -2.232], [-1.238, -1.479, -1.968], [-0.591, -0.994, 0.806], [1.038, 0.181, 2.607], [1.107, 1.796, 1.854], [-0.452, 1.189, 2.432], [1.660, 1.088, -0.300], [-1.323, -1.633, -0.962], [-2.084, -1.135, -2.404]],
  "forces_ev_per_a": [[0.04, 0.15, 0.26], [-0.14, -0.20, -0.21], [-0.05, -0.19, 0.22], [-0.92, -0.60, 0.16], [0.78, 0.53, -0.13], [0.05, 0.09, 0.01], [0.29, 0.36, -0.04], [-0.06, 0.06, -0.14], [-0.07, -0.11, -0.02], [0.12, -0.03, -0.10], [-0.10, -0.03, 0.06], [-0.03, 0.01, -0.09], [0.10, -0.04, 0.02]],
  "mol_weight_da": 98.1,
  "fmax_ha_per_bohr": 0.0217,
  "orbital_gap_ev": 9.8,
  "relative_energy_kj_mol": 444.52,
  "e_homo_ev": -9.59,
  "lumo_energy_ha": 0.008
}

---

Record 4
{
  "formula": "C6H13BrN",
  "method": "wB97M-V/def2-TZVPD",
  "species": ["C", "C", "C", "C", "C", "C", "N", "Br", "H", "H", "H", "H", "H", "H", "H", "H", "H", "H", "H", "H", "H"],
  "coordinates": [[-0.593, -2.852, -0.274], [-0.286, -1.607, -0.678], [1.751, 1.061, -0.644], [-0.102, -0.556, 1.600], [0.219, 0.901, -0.607], [-0.149, -0.408, 0.119], [-0.423, 2.049, 0.065], [-2.954, 0.288, -0.459], [-0.537, -3.688, -1.090], [-0.794, -3.232, 0.734], [-0.281, -1.371, -1.766], [2.012, 1.371, 0.360], [2.313, 0.280, -0.924], [2.013, 1.808, -1.367], [0.550, -1.304, 2.023], [-1.088, -0.602, 1.877], [0.300, 0.312, 2.092], [0.016, 0.866, -1.663], [-0.079, 1.938, 1.076], [-1.557, 1.877, 0.124], [-0.331, 2.869, -0.596]],
  "forces_ev_per_a": [[0.81, -2.03, -1.43], [-0.18, 1.48, -1.01], [-2.11, 3.03, 2.07], [2.20, 1.46, -0.78], [0.64, -1.95, -0.27], [-0.98, -0.85, -1.02], [-1.65, -0.71, 0.18], [1.12, 0.18, 0.48], [-0.49, 1.70, 1.63], [0.14, 0.57, -0.28], [0.22, -0.61, 0.77], [0.81, 0.18, 0.14], [1.48, -3.43, -0.78], [0.00, 0.86, -0.15], [-0.22, -0.91, -0.43], [-2.49, -0.66, 1.15], [0.10, 0.88, 0.16], [-1.30, -0.17, -0.15], [-0.39, 1.84, -1.71], [1.76, -0.54, -0.50], [0.50, -0.32, 1.96]],
  "charge": 1,
  "mol_weight_da": 179.1,
  "fmax_ha_per_bohr": 0.0823,
  "orbital_gap_ev": [6.5, 6.5],
  "relative_energy_kj_mol": 174.78,
  "e_homo_ev": [-12.61, -12.60],
  "lumo_energy_ha": [-0.226, -0.226]
}